No. 1
14
Properties=species:S:1:pos:R:3 method="wB97M-V/def2-TZVPD" relative_energy_ev=4.807 fmax_ev_per_a=0.3 gap_ev=8.994 e_lumo_ev=0.982 e_homo_ev=-8.01
N 1.77839 -1.92332 -0.22440
C 1.13893 -0.64808 -0.29348
O 1.06170 0.28633 -1.21897
C 0.20499 1.38120 -0.86993
C -1.25906 1.04031 -0.90449
C -1.76974 -0.07031 -1.41955
C 0.84753 -1.20855 0.82232
H 2.74866 -1.79391 0.08308
H 0.43828 2.15983 -1.60297
H 0.49284 1.75072 0.12287
H -1.90919 1.79708 -0.46406
H -1.13756 -0.83620 -1.86266
H -2.84047 -0.25472 -1.40917
H 0.17813 -1.55525 1.58592

=====

No. 2
17
Properties=species:S:1:pos:R:3 method="wB97M-V/def2-TZVPD" relative_energy_ev=3.000 fmax_ev_per_a=2.4 gap_ev=10.615 e_lumo_ev=0.873 e_homo_ev=-9.74
C 0.53324 -0.55364 -0.26866
C -2.50493 0.16876 -0.24783
C -0.32333 0.26526 0.65702
C 2.67162 -0.20928 -1.16805
C 0.00821 1.30114 1.42962
O -1.64079 -0.30240 0.78207
O 0.97792 -1.72132 0.39143
N 1.62272 0.39902 -0.75802
H 0.34953 -1.88273 1.11611
H -0.02917 -0.85667 -1.15639
H -2.35147 1.22427 -0.50303
H -2.38667 -0.44377 -1.14778
H -3.53865 0.07114 0.10007
H 2.79817 -1.30558 -1.16946
H 3.52324 0.37441 -1.55131
H 1.01064 1.71618 1.40260
H -0.72026 1.75521 2.09163

=====

No. 3
111
Properties=species:S:1:pos:R:3 method="wB97M-V/def2-TZVPD" multiplicity=6 total_charge=-2 fmax_ev_per_a=3.1 gap_ev="5.063 / 4.958" e_lumo_ev="3.790 / 2.877" e_homo_ev="-1.27 / -2.08"
Ir 0.85239 2.82807 1.73173
Se 0.35616 1.99296 3.79023
Te -0.44599 3.21016 5.74124
Te 3.37503 2.14284 4.70920
Se 3.07885 2.51152 2.30041
C -3.62307 0.36692 -4.69541
C -2.17083 0.17079 -4.36483
C -1.68165 -1.06855 -3.98344
C -0.34108 -1.25901 -3.68725
C 0.15563 -2.61881 -3.29322
C 0.53003 -0.16968 -3.74564
C 0.05838 1.08111 -4.14703
C 0.99481 2.24448 -4.27013
C -1.28765 1.23604 -4.44340
C 1.97378 -0.34459 -3.47234
C 2.74262 -0.92451 -4.47676
C 4.10953 -1.05487 -4.33440
C 4.72130 -0.59080 -3.18441
C 3.97013 -0.01032 -2.16701
C 2.59126 0.10645 -2.31197
Ge 1.49158 0.84990 -0.81177
S 1.42837 3.02094 -0.59094
S 2.05663 0.10911 1.21634
Ge -1.02155 0.35600 1.34062
S -1.53562 2.56596 1.42771
S -0.57798 -0.04217 -0.92090
C -2.50485 -1.08576 1.33888
C -3.75808 -1.09451 0.74851
C -4.23301 -2.30221 0.23386
C -3.52603 -3.47815 0.37713
C -2.35335 -3.48515 1.11228
C -1.83496 -2.28823 1.58404
C -0.59383 -2.25190 2.38524
C -0.59677 -1.65090 3.65918
C -1.83874 -1.12048 4.31045
C 0.59083 -1.52716 4.36482
C 1.76993 -2.07389 3.88747
C 3.03574 -1.95006 4.66728
C 1.74800 -2.71112 2.65686
C 0.60593 -2.76291 1.87471
C 0.71291 -3.27197 0.46481
C -4.75025 0.01107 0.77329
C -5.79090 -0.13185 1.70418
C -5.78504 -1.24593 2.71213
C -6.85415 0.75573 1.69263
C -6.91151 1.80056 0.78186
C -8.07278 2.75256 0.77292
C -5.85798 1.95502 -0.10302
C -4.78168 1.07614 -0.12537
C -3.67820 1.32044 -1.10272
C 4.66806 0.53409 -0.97438
C 4.95993 -0.27346 0.12320
C 4.57710 -1.72291 0.14023
C 5.58860 0.28087 1.23057
C 5.96095 1.61556 1.26083
C 6.60490 2.21132 2.47091
C 5.70294 2.39693 0.13954
C 5.06057 1.87750 -0.97200
C 4.75565 2.74179 -2.15918
H -4.13306 -0.58889 -4.81074
H -3.72686 0.93827 -5.61961
H -4.12027 0.91974 -3.89735
H -2.36044 -1.90801 -3.90388
H -0.67460 -3.26773 -3.01537
H 0.83870 -2.54607 -2.44898
H 0.69922 -3.08498 -4.11801
H 1.99818 1.91401 -4.53912
H 1.06515 2.78411 -3.32438
H 0.63548 2.94680 -5.01980
H -1.65387 2.21008 -4.74269
H 2.25421 -1.26012 -5.38348
H 4.69433 -1.50166 -5.13007
H 5.79277 -0.67441 -3.06017
H -5.18384 -2.29512 -0.28440
H -3.91188 -4.39613 -0.05120
H -1.84136 -4.41586 1.32654
H -2.73735 -1.45527 3.79755
H -1.81722 -0.02377 4.32361
H -1.87871 -1.44277 5.34948
H 0.59939 -0.97329 5.29518
H 2.84809 -2.04501 5.73459
H 3.46707 -0.95658 4.50557
H 3.75362 -2.70796 4.35678
H 2.66895 -3.12580 2.26852
H 1.74063 -3.17335 0.11186
H 0.07063 -2.69048 -0.19519
H 0.42663 -4.32160 0.37399
H -4.81486 -1.32920 3.19636
H -5.99751 -2.20429 2.23661
H -6.53388 -1.06106 3.47906
H -7.65998 0.62345 2.40623
H -8.97917 2.26454 1.12962
H -8.25486 3.13101 -0.23194
H -7.86194 3.60353 1.42238
H -5.87613 2.77971 -0.80353
H -4.04014 1.83654 -1.99346
H -3.18586 0.39210 -1.38808
H -2.92906 1.97362 -0.64915
H 3.94278 -1.96123 -0.71218
H 4.03472 -1.93655 1.05850
H 5.46390 -2.35800 0.10355
H 5.75913 -0.33073 2.10464
H 7.02953 1.43635 3.10181
H 5.84256 2.73244 3.06182
H 7.37602 2.92615 2.18864
H 5.97503 3.44469 0.15220
H 5.33208 3.66351 -2.13003
H 3.69787 3.00890 -2.15777
H 4.95839 2.21457 -3.09247
S 1.75029 5.97996 1.82051
C 1.03655 4.70088 2.40968

=====

No. 4
53
Properties=species:S:1:pos:R:3 method="wB97M-V/def2-TZVPD" relative_energy_ev=0.000 fmax_ev_per_a=0.8 gap_ev=8.654 e_lumo_ev=0.472 e_homo_ev=-8.18
O 2.46204 2.76307 1.14874
C 2.09924 3.34349 0.14706
O 0.86757 3.33966 -0.29790
H 0.25193 2.76649 0.26350
C 3.04584 4.12810 -0.74383
H 3.43975 4.96890 -0.17056
H 2.48061 4.52729 -1.58729
C 4.21466 3.23691 -1.19236
C 3.81585 1.78970 -1.44633
O 4.55593 0.87522 -1.11891
N 2.61769 1.64040 -2.04567
C 1.76843 0.52847 -2.27199
C 0.59051 0.82893 -2.95415
C -0.39000 -0.11296 -3.17505
C -0.21676 -1.40931 -2.70743
C 0.96258 -1.72368 -2.06207
C 1.97322 -0.78835 -1.82900
O 3.04606 -1.23924 -1.16641
H 3.74697 -0.54093 -1.09819
H 1.13899 -2.72023 -1.68831
C -1.33426 -2.41842 -2.77838
C -2.03486 -2.34039 -1.44758
C -2.91854 -1.30290 -1.18293
C -3.45264 -1.13760 0.08024
C -3.10015 -1.99185 1.11562
C -2.25672 -3.07696 0.83992
C -1.73001 -3.23586 -0.43231
H -1.05925 -4.06302 -0.62424
O -1.97271 -3.93199 1.86250
H -1.38297 -4.62929 1.55258
N -3.59041 -1.82205 2.42342
C -3.41165 -0.76635 3.26211
O -3.88397 -0.77695 4.37768
C -2.55338 0.37754 2.74796
H -2.82994 0.66783 1.73674
H -2.70163 1.22866 3.41357
C -1.08024 -0.03847 2.76121
H -0.95170 -0.97414 2.20844
C -0.19447 0.97625 2.08094
O -0.57678 1.69766 1.17630
O 1.02546 0.98184 2.54918
H 1.62511 1.63567 2.08517
H -0.71931 -0.19699 3.77765
H -3.94655 -2.65780 2.87189
H -4.15328 -0.34005 0.27260
H -3.18650 -0.61416 -1.96847
H -0.93700 -3.41964 -2.94487
H -2.02099 -2.16596 -3.58662
H -1.29126 0.16581 -3.69811
H 0.43567 1.84195 -3.29991
H 2.16866 2.49441 -2.34934
H 4.67395 3.64663 -2.09453
H 4.97899 3.20005 -0.41520

=====

No. 5
35
Properties=species:S:1:pos:R:3 method="wB97M-V/def2-TZVPD" multiplicity=4 total_charge=-2 fmax_ev_per_a=2.4 gap_ev="4.178 / 4.172" e_lumo_ev="4.990 / 4.978" e_homo_ev="0.81 / 0.81"
C -0.69256 0.87178 -0.98935
C -0.85058 -0.50197 -1.35329
C 0.44818 -1.08248 -1.40052
C -2.11301 -1.18792 -1.65181
C 1.41251 -0.06091 -1.12732
C 0.68886 1.13439 -0.82706
C 1.26696 2.45548 -0.58458
C -1.77740 1.84453 -0.82171
C 0.72812 -2.45662 -1.80865
C 2.85409 -0.23426 -0.94532
Mn -1.03268 -0.96238 2.06528
Cl -2.31016 -3.50385 0.45801
Cl -3.15611 -0.29148 1.95585
Cl 1.03885 -1.98500 1.89860
H -2.97209 -0.50990 -1.43224
H -2.16601 -2.08925 -0.93782
H -2.14264 -1.54000 -2.69074
H -0.06982 -3.09939 -1.40575
H 1.71182 -2.78141 -1.43324
H 0.73565 -2.57803 -2.89979
H 3.08649 -1.14359 -0.35761
H 3.28053 0.65907 -0.44991
H 3.31166 -0.32699 -1.94233
H 2.25478 2.34176 -0.10614
H 0.58113 3.04415 0.03911
H 1.41360 3.04867 -1.51582
H -2.64858 1.35782 -0.37391
H -2.06966 2.26613 -1.79255
H -1.44434 2.67740 -0.19197
O -0.02941 1.05357 2.71075
H 0.87396 1.26737 2.44196
C -0.04706 0.64457 4.12634
H -0.54236 1.48841 4.66736
H 0.95979 0.49673 4.57241
H -0.58251 -0.31636 4.10380

=====

No. 6
208
Properties=species:S:1:pos:R:3 method="wB97M-V/def2-TZVPD" multiplicity=2 total_charge=+1 fmax_ev_per_a=6.6 gap_ev="9.672 / 2.906" e_lumo_ev="-2.394 / -9.160" e_homo_ev="-12.07 / -12.07"
C 3.09168 -5.55516 0.26140
C 3.41484 -4.29294 -0.58200
C 4.82138 -3.72856 -0.65176
O 5.17525 -3.74058 -1.99646
C 4.29055 -4.37246 -2.70839
O 4.38333 -4.55145 -3.91963
O 3.22064 -4.75544 -1.92738
H 3.34151 -5.37764 1.30743
H 3.73233 -6.32955 -0.16049
H 2.03409 -5.80381 0.17318
H 2.61007 -3.56730 -0.46406
H 5.55525 -4.29184 -0.07535
H 4.78358 -2.69150 -0.31833
C 1.66733 -5.76955 4.28026
C 0.75695 -6.07397 3.09471
C -0.70049 -6.16851 3.61829
O -1.37780 -5.39545 2.64303
C -0.56884 -4.61196 1.92457
O -0.97948 -3.89135 1.02922
O 0.70270 -4.92405 2.22586
H 1.27331 -4.94354 4.87234
H 2.61089 -5.39973 3.87898
H 1.86732 -6.65644 4.88153
H 1.01356 -6.95974 2.51363
H -0.89211 -5.72763 4.59656
H -0.89294 -7.24138 3.62195
C 6.24153 0.67804 1.18817
C 6.35069 0.68139 -0.27439
C 5.72166 1.88262 -0.99411
O 6.75574 2.40294 -1.73265
C 8.00693 1.78243 -1.39306
O 9.13433 2.08234 -1.89868
O 7.76160 0.99563 -0.34582
H 6.95622 0.05120 1.72147
H 5.23759 0.34489 1.45127
H 6.30150 1.68006 1.61298
H 6.23182 -0.28591 -0.76255
H 5.47842 2.72023 -0.34039
H 4.81944 1.74828 -1.59083
C 1.61640 -1.15962 4.00329
C 3.07915 -1.45567 4.29206
C 4.08217 -1.07687 3.21452
O 4.77751 -0.05910 3.85228
C 4.40171 0.16118 5.11005
O 5.00726 0.91788 5.87468
O 3.41114 -0.63859 5.37896
H 1.27548 -1.84770 3.22972
H 1.40378 -0.21743 3.49815
H 1.03436 -1.37363 4.89969
H 3.19277 -2.49364 4.60481
H 3.49513 -0.75793 2.35327
H 4.61844 -2.00230 3.00450
C -4.66515 0.87294 1.24947
C -6.07271 1.11062 0.60278
C -6.88445 2.18077 1.18565
O -7.40703 2.91234 0.11275
C -6.80778 2.50206 -1.03738
O -6.96403 2.94473 -2.16308
O -5.92312 1.55980 -0.75242
H -4.03908 1.76319 1.18969
H -4.12380 0.06925 0.75036
H -4.97239 0.55977 2.24729
H -6.65316 0.18814 0.58816
H -6.25081 2.84051 1.77840
H -7.63726 1.81281 1.88277
C -0.95323 -0.29178 0.89842
C 0.05097 -0.55485 -0.17834
C 0.22864 0.59451 -1.19694
O 1.67581 0.51323 -1.35325
C 2.22769 -0.14070 -0.31660
O 3.45071 -0.32728 -0.25481
O 1.31690 -0.54591 0.44051
H -1.13770 -1.08670 1.62103
H -1.91039 -0.24695 0.37888
H -0.64694 0.63871 1.37641
H 0.00268 -1.53698 -0.64863
H -0.06623 1.54338 -0.74884
H -0.33350 0.54338 -2.12939
C -0.75101 2.08556 4.89559
C -1.81936 0.94959 5.07949
C -2.68892 0.73771 3.83172
O -2.81587 -0.60713 3.79793
C -1.85435 -1.24728 4.42692
O -1.60341 -2.43059 4.45701
O -1.21444 -0.31859 5.19453
H -0.03550 1.97219 4.08117
H -0.02227 2.09404 5.70613
H -1.22855 3.05910 4.78476
H -2.48538 1.18280 5.91023
H -2.34920 1.05796 2.84677
H -3.68199 1.10453 4.09123
C 2.99409 -1.95379 -5.67622
C 3.74299 -0.66109 -5.29485
C 3.74066 -0.32091 -3.87236
O 5.04888 0.12286 -3.61951
C 5.88399 -0.26574 -4.61151
O 7.12810 -0.04934 -4.67498
O 5.12264 -0.87972 -5.51181
H 3.28993 -2.78369 -5.03447
H 3.30412 -2.26552 -6.67362
H 1.90859 -1.85646 -5.65846
H 3.49197 0.12950 -6.00200
H 3.64523 -1.28023 -3.36375
H 2.94871 0.35888 -3.55803
C 2.82478 4.35356 5.14125
C 3.05769 4.36601 3.61500
C 4.23108 3.50089 3.14431
O 3.64969 2.52197 2.37963
C 2.34205 2.70171 2.31119
O 1.57401 2.04720 1.56225
O 1.96214 3.75163 3.01479
H 1.83236 4.64349 5.48640
H 3.53329 5.00094 5.65798
H 2.89711 3.33712 5.52819
H 3.14848 5.38950 3.25126
H 4.64054 2.96943 4.00337
H 4.99484 4.15829 2.72886
C -1.45552 4.36798 1.34361
C -2.87939 4.36844 1.92528
C -3.22490 5.60603 2.71036
O -4.54514 5.84994 2.39100
C -4.83585 5.15591 1.24282
O -5.86120 5.37671 0.51898
O -3.84672 4.29557 0.91782
H -1.36131 3.58602 0.59011
H -0.78425 4.25125 2.19442
H -1.19749 5.30722 0.85438
H -2.94586 3.46631 2.53341
H -2.58223 6.47415 2.56395
H -3.21418 5.34802 3.76933
C -3.99529 -3.36397 2.03233
C -4.91273 -3.71449 3.23938
C -4.30960 -4.50367 4.38556
O -4.75788 -3.84511 5.56901
C -5.25649 -2.68132 5.22157
O -5.53509 -1.81473 5.99019
O -5.36608 -2.57427 3.84723
H -3.80416 -4.23261 1.40222
H -3.06434 -2.82166 2.19763
H -4.58748 -2.73404 1.36856
H -5.73828 -4.29909 2.83340
H -3.22475 -4.46403 4.28748
H -4.65231 -5.53195 4.27022
C -2.81456 -2.13341 -1.46693
C -4.31688 -1.87514 -1.63964
C -4.76924 -1.05894 -2.91374
O -5.82473 -1.87725 -3.40939
C -5.93139 -3.04308 -2.66277
O -6.79767 -3.94744 -2.74477
O -4.90783 -3.14709 -1.84284
H -2.32875 -2.73782 -2.23295
H -2.64959 -2.52352 -0.46259
H -2.30866 -1.17195 -1.55504
H -4.74022 -1.30786 -0.81074
H -3.96789 -1.00525 -3.65067
H -5.17106 -0.05492 -2.77741
C -1.48859 -5.74008 -1.70989
C -0.09908 -5.18217 -2.03649
C 0.50674 -5.39178 -3.46709
O 0.93399 -4.05378 -3.82420
C 0.51691 -3.14427 -2.89820
O 0.56363 -1.96578 -3.07216
O -0.05162 -3.78829 -1.83476
H -1.80411 -6.66927 -2.18440
H -2.30452 -5.08977 -2.02527
H -1.55409 -5.85347 -0.62779
H 0.58625 -5.72584 -1.38622
H -0.27764 -5.66792 -4.17179
H 1.34673 -6.08581 -3.43825
C -3.36387 5.94259 -2.37887
C -4.03984 4.54961 -2.52006
C -4.22794 3.94089 -3.96803
O -3.78094 2.63865 -3.73069
C -3.23835 2.46395 -2.50675
O -2.79580 1.39617 -2.01450
O -3.18420 3.68702 -1.84947
H -2.40497 5.96372 -2.89672
H -3.24274 6.20371 -1.32757
H -4.07165 6.64820 -2.81392
H -4.97104 4.45304 -1.96180
H -3.69266 4.42113 -4.78714
H -5.27353 3.89919 -4.27317
C 1.23433 5.25059 -2.17806
C 2.01579 5.01157 -0.89910
C 3.08007 3.99682 -1.08446
O 4.05946 4.51766 -0.24041
C 3.83328 5.79422 0.08871
O 4.51373 6.46164 0.86301
O 2.64793 6.14397 -0.38137
H 0.34577 5.80162 -1.86999
H 1.00054 4.23103 -2.48455
H 1.81988 5.70129 -2.97938
H 1.36950 4.67389 -0.08893
H 3.44324 3.86519 -2.10371
H 2.88303 2.98587 -0.72774
C -0.61735 1.06622 -5.30793
C -0.64871 0.62261 -6.75727
C -0.81769 1.73943 -7.73190
O 0.33920 1.55699 -8.58140
C 1.12385 0.57421 -8.15128
O 2.16577 0.19490 -8.63508
O 0.64695 0.04953 -7.01878
H 0.30473 1.54271 -4.97503
H -0.81207 0.28676 -4.57129
H -1.37830 1.81003 -5.07170
H -1.38706 -0.13338 -7.02453
H -0.72640 2.65344 -7.14507
H -1.78022 1.72724 -8.24327

=====

No. 7
38
Properties=species:S:1:pos:R:3 method="wB97M-V/def2-TZVPD" multiplicity=2 total_charge=+3 fmax_ev_per_a=0.8 gap_ev="9.096 / 11.247" e_lumo_ev="-10.782 / -10.304" e_homo_ev="-19.88 / -21.55"
Ti -0.60186 0.10787 0.52584
C 0.96432 -0.89171 3.12236
O -0.10928 -0.98666 2.09971
C -1.02132 -2.14631 2.24442
C -1.17433 -2.76317 0.87742
O -1.36315 -1.64690 -0.08321
C -2.59499 -1.73863 -0.92259
H 0.50258 -1.03872 4.09364
H 1.37150 0.11135 3.04862
H 1.69818 -1.66007 2.90069
H -1.95788 -1.75700 2.63868
H -0.59461 -2.84978 2.95563
H -2.05000 -3.40734 0.83977
H -0.29803 -3.32123 0.55890
H -2.54068 -2.65076 -1.50782
H -2.59989 -0.86826 -1.57014
H -3.45318 -1.73945 -0.25682
N 3.27482 1.67404 -3.42791
C 3.03106 0.75392 -2.24524
C 1.59603 0.88287 -1.73721
N 1.36301 0.01553 -0.53076
H 4.24270 1.58738 -3.75674
H 3.13336 2.66172 -3.19574
H 2.67490 1.45608 -4.22922
H 3.76424 1.03679 -1.49145
H 3.26340 -0.25051 -2.59494
H 0.87672 0.59417 -2.50203
H 1.37569 1.91074 -1.45214
H 2.05150 0.27379 0.17800
H 1.58629 -0.95057 -0.77150
F -3.90205 2.15318 0.48229
C -2.84489 2.11958 1.21409
F -2.95697 2.74022 2.33207
F -2.55793 0.73273 1.49896
S -1.30127 2.55052 0.28663
O -0.28129 1.94725 1.23767
O -1.18614 3.89202 -0.10025
O -1.38060 1.46533 -0.75966